Record 1
Here is a 9-piece molecular cluster, C54H84N15O15P3 overall from OMol25. Energies are from ωB97M-V with the def2-TZVPD basis set.

The calculation puts the HOMO energy (alpha / beta) at -0.3499 / -0.3499 Eh. As for the spin multiplicity: 2. Its net charge is +1. Its expectation value of S² is 0.7576. As for the frontier orbital gap (alpha / beta): 0.2427 / 0.0951 hartree.

Each line ends with the Mulliken spin population.
Positions of all 171 atoms, in Å:
C 5.172 -3.209 -3.742  0.001
C 3.958 -2.665 -4.216  0.000
C 2.748 -3.025 -3.643  0.000
C 2.700 -3.963 -2.641  0.000
C 3.855 -4.536 -2.109  0.000
C 5.060 -4.141 -2.709  0.000
N 1.355 -4.368 -2.008  0.000
O 1.292 -5.090 -1.113  0.000
O 0.366 -3.809 -2.565  0.000
H 6.132 -2.854 -4.086  0.000
H 4.009 -1.808 -4.871  0.000
H 1.867 -2.588 -4.090  0.000
H 3.873 -5.277 -1.323  0.000
H 5.978 -4.527 -2.290  0.000
C -1.267 -0.315 -1.565  0.000
C -1.767 0.226 -0.387  0.000
C -1.034 0.973 0.539  0.000
C 0.398 1.003 0.367  0.001
C 0.967 0.437 -0.701  0.002
C 0.122 -0.240 -1.752  0.000
N 1.255 1.623 1.417  0.000
O 2.477 1.734 1.101  0.001
O 0.798 2.105 2.472  0.001
H -2.006 -0.867 -2.128  0.000
H -2.841 0.112 -0.361  0.000
H -1.415 1.627 1.309  0.000
H 2.029 0.442 -0.898  0.000
H 0.574 -0.686 -2.625  0.000
C 0.038 -1.182 5.300  0.000
C -0.560 -0.184 4.537  0.000
C -1.797 0.473 4.817  0.000
C -2.297 0.125 6.031  0.000
C -1.887 -0.952 6.772  0.000
C -0.719 -1.605 6.401  0.000
N -3.557 0.817 6.539  0.000
O -4.578 0.657 5.901  0.000
O -3.459 1.324 7.632  0.000
H 1.100 -1.302 5.145  0.000
H 0.020 0.187 3.705  0.000
H -2.255 1.264 4.242  0.000
H -2.376 -1.342 7.653  0.000
H -0.291 -2.415 6.973  0.000
C 2.645 3.659 -8.637  0.000
C 1.717 3.886 -7.609  0.000
C 1.367 2.865 -6.744  0.000
C 2.021 1.597 -6.888  0.000
C 3.033 1.474 -7.795  0.000
C 3.175 2.422 -8.798  0.000
N 1.703 0.548 -5.915  0.000
O 1.117 0.869 -4.890  0.000
O 2.103 -0.554 -6.079  0.000
H 2.916 4.437 -9.335  0.000
H 1.329 4.893 -7.556  0.000
H 0.731 2.949 -5.875  0.000
H 3.584 0.568 -7.594  0.000
H 4.008 2.338 -9.480  0.000
C 3.492 -0.187 3.642  -0.001
C 3.700 0.255 4.991  0.001
C 4.091 -0.712 5.912  0.000
C 4.065 -2.090 5.582  0.000
C 3.842 -2.450 4.266  0.001
C 3.501 -1.509 3.256  0.000
N 4.355 -3.123 6.628  0.000
O 4.341 -2.820 7.804  0.000
O 4.759 -4.267 6.232  0.000
H 3.448 0.598 2.901  0.003
H 3.659 1.291 5.293  0.000
H 4.513 -0.454 6.872  0.000
H 3.856 -3.516 4.096  0.000
H 3.279 -1.814 2.244  -0.001
C 1.340 4.949 6.343  0.000
C 0.699 3.850 5.689  0.000
C -0.693 3.896 5.588  0.000
C -1.487 4.908 6.063  0.000
C -0.894 5.960 6.825  0.000
C 0.510 5.954 6.876  0.000
N -2.916 4.867 5.852  0.000
O -3.581 5.852 6.189  0.000
O -3.318 3.729 5.502  0.000
H 2.413 4.958 6.456  0.000
H 1.302 3.069 5.251  0.000
H -1.221 3.258 4.894  0.000
H -1.341 6.821 7.300  0.000
H 1.088 6.707 7.391  0.000
O -6.128 -5.593 -1.865  0.000
P -6.225 -4.815 -3.117  0.000
N -6.470 -5.797 -4.485  0.000
C -6.025 -7.253 -4.530  0.000
C -7.065 -5.324 -5.804  0.000
N -4.830 -3.868 -3.433  0.000
C -4.227 -3.931 -4.857  0.000
C -4.139 -3.104 -2.398  0.000
N -7.509 -3.693 -3.203  0.000
C -7.254 -2.238 -3.493  0.000
C -8.804 -4.093 -2.724  0.000
H -6.927 -7.861 -4.605  0.000
H -5.597 -7.549 -3.572  0.000
H -5.261 -7.495 -5.269  0.000
H -8.123 -5.583 -5.809  0.000
H -6.603 -5.724 -6.706  0.000
H -6.917 -4.245 -5.857  0.000
H -3.228 -3.497 -4.889  0.000
H -4.231 -4.966 -5.197  0.000
H -5.036 -3.452 -5.410  0.000
H -4.834 -2.480 -1.835  0.000
H -3.570 -3.783 -1.764  0.000
H -3.263 -2.537 -2.713  0.000
H -8.163 -1.640 -3.548  0.000
H -6.590 -1.788 -2.755  0.000
H -6.993 -2.220 -4.551  0.000
H -8.656 -4.288 -1.661  0.000
H -9.050 -5.021 -3.239  0.000
H -9.513 -3.290 -2.928  0.000
O -2.757 3.353 0.126  0.000
P -4.130 3.752 0.590  0.000
N -4.046 4.969 1.859  0.000
C -5.093 5.721 2.605  0.000
C -2.827 5.716 1.963  0.000
N -5.121 2.432 1.122  0.000
C -4.934 1.879 2.488  0.000
C -5.486 1.422 0.083  0.000
N -5.168 4.472 -0.677  0.000
C -6.491 4.964 -0.270  0.000
C -4.501 5.096 -1.804  0.000
H -5.165 6.713 2.160  0.000
H -4.924 5.594 3.675  0.000
H -6.056 5.246 2.416  0.000
H -2.340 5.778 0.989  0.000
H -2.114 5.370 2.711  0.000
H -3.082 6.713 2.323  0.000
H -5.830 1.570 3.027  0.000
H -4.139 1.142 2.372  0.000
H -4.576 2.687 3.127  0.000
H -5.209 1.816 -0.895  0.000
H -4.940 0.481 0.146  0.000
H -6.574 1.356 0.070  0.000
H -6.360 5.611 0.597  0.000
H -7.033 5.424 -1.096  0.000
H -7.104 4.114 0.031  0.000
H -4.138 6.124 -1.799  0.000
H -5.228 5.082 -2.616  0.000
H -3.676 4.431 -2.059  0.000
O 6.952 -2.803 -0.824  -0.002
P 7.310 -1.501 -0.341  -0.043
N 6.015 -0.270 -0.594  0.724
C 4.608 -0.762 -0.507  0.009
C 6.263 1.149 -0.313  -0.029
N 8.763 -0.875 -1.134  0.000
C 10.083 -1.289 -0.636  -0.002
C 8.778 -0.719 -2.511  0.002
N 7.533 -1.278 1.280  0.197
C 7.389 -2.540 2.057  -0.004
C 8.124 -0.185 1.982  -0.010
H 4.140 -0.169 0.279  0.006
H 4.652 -1.795 -0.163  -0.001
H 4.068 -0.783 -1.454  0.033
H 5.562 1.661 -0.972  0.028
H 7.254 1.454 -0.649  0.005
H 6.057 1.528 0.688  0.041
H 10.018 -1.531 0.425  0.001
H 10.390 -2.215 -1.121  0.000
H 10.852 -0.527 -0.770  0.000
H 8.702 -1.744 -2.875  0.000
H 7.818 -0.332 -2.855  0.000
H 9.671 -0.307 -2.981  0.000
H 8.033 -2.495 2.935  0.006
H 6.366 -2.601 2.427  0.008
H 7.666 -3.322 1.350  0.001
H 7.390 0.501 2.406  0.013
H 8.776 0.330 1.276  0.001
H 8.755 -0.585 2.775  0.010

***

Record 2
Here is C28H49BrCdNP3 as an isolated structure from OMol25. Energies are from ωB97M-V with the def2-TZVPD basis set.

The calculation puts the HOMO energy (alpha / beta) at -0.4289 / -0.4289 Eh. As for the spin multiplicity: 1. Its net charge is +2. As for the frontier orbital gap (alpha / beta): 0.1108 / 0.1112 hartree.

Each line ends with the Mulliken charge.
Positions of all 83 atoms, in Å:
N -6.218 4.847 -4.490  -0.507
C -5.797 5.489 -3.397  -0.337
C -4.607 5.151 -2.721  -0.385
C -3.808 4.066 -3.182  0.747
C -4.284 3.423 -4.352  -0.286
C -5.474 3.838 -4.962  -0.431
C -2.617 3.617 -2.430  -0.615
Cd -0.386 3.850 -2.754  0.479
P 5.063 -0.350 -0.023  -0.246
C -1.964 2.359 -2.822  -0.997
C -1.461 1.333 -1.872  1.362
C -0.286 0.626 -2.262  -1.135
C 0.483 0.003 -1.325  -0.484
C -0.023 -0.309 0.042  2.058
C -1.174 0.540 0.418  -1.353
C -1.839 1.303 -0.503  -1.037
Br 1.420 -0.213 1.361  0.050
H -2.665 3.901 -1.356  0.579
H -2.313 1.900 -3.758  0.368
H -4.329 5.694 -1.823  0.382
H -3.777 2.581 -4.810  0.296
H -6.440 6.293 -3.011  0.358
H -5.865 3.335 -5.853  0.374
H 0.067 0.699 -3.303  0.632
H -2.684 1.951 -0.226  0.443
H 1.521 -0.295 -1.561  -0.084
H -1.474 0.563 1.473  0.103
P -0.617 -2.116 -0.131  0.674
C 4.416 1.319 0.274  0.073
C 5.595 2.304 0.256  -1.295
H 3.911 1.333 1.247  0.203
H 3.680 1.544 -0.500  0.073
H 5.301 3.258 0.693  0.396
H 6.436 1.905 0.826  0.361
H 5.931 2.490 -0.772  0.328
C 4.318 -1.077 -1.524  1.451
C 5.253 -2.147 -2.124  -1.396
H 4.178 -0.240 -2.228  0.460
H 3.333 -1.499 -1.267  -1.294
H 4.982 -2.330 -3.174  0.419
H 6.299 -1.813 -2.092  0.387
H 5.176 -3.107 -1.592  0.312
C 4.464 -1.504 1.276  0.983
C 5.412 -1.789 2.434  -1.436
H 4.184 -2.446 0.784  0.330
H 3.540 -1.061 1.673  -0.887
H 4.932 -2.489 3.128  0.400
H 6.334 -2.252 2.073  0.370
H 5.653 -0.883 2.999  0.319
C -0.412 -2.993 1.438  -0.064
C -1.253 -4.270 1.539  -1.260
H -0.638 -2.290 2.255  -0.208
H 0.658 -3.240 1.524  0.579
H -2.230 -4.070 2.005  0.348
H -1.437 -4.733 0.556  0.334
H -0.726 -5.003 2.163  0.421
C 0.469 -2.964 -1.306  -0.094
C 0.050 -2.919 -2.774  -1.211
H 0.562 -4.008 -0.970  0.706
H 1.465 -2.517 -1.184  -0.497
H -0.853 -3.523 -2.939  0.364
H -0.162 -1.904 -3.128  0.176
H 0.858 -3.317 -3.403  0.456
C -2.363 -2.102 -0.652  -0.972
C -3.393 -1.745 0.428  -1.062
H -2.595 -3.091 -1.090  0.663
H -2.431 -1.376 -1.478  0.498
H -4.324 -1.409 -0.054  0.385
H -3.626 -2.600 1.071  0.361
H -3.062 -0.916 1.064  0.086
C 0.185 1.071 5.381  -1.228
P -0.916 0.674 3.968  0.953
C -1.497 -1.000 4.479  -1.081
C -2.402 1.650 4.392  -1.357
H 0.853 0.219 5.562  0.358
H -0.392 1.310 6.287  0.364
H 0.794 1.938 5.080  0.359
H -2.192 -0.933 5.331  0.494
H -2.023 -1.446 3.620  0.139
H -0.637 -1.633 4.730  0.322
H -2.728 1.478 5.427  0.427
H -2.180 2.708 4.226  0.340
H -3.201 1.356 3.696  0.336

***

Record 3
Here is C4H4N2 as an isolated structure from OMol25. Energies are from ωB97M-V with the def2-TZVPD basis set.

The calculation puts the HOMO energy at -0.3461 Eh. As for the spin multiplicity: 1. As for the frontier orbital gap: 0.3671 hartree.

Each line ends with the Mulliken charge.
Positions of all 10 atoms, in Å:
N -1.209 -0.879 -0.466  -0.473
C -0.352 0.124 0.091  -0.113
C 1.091 -0.134 0.046  -0.449
C 2.263 -0.429 0.042  0.298
C -0.813 1.482 0.196  0.054
N -1.185 2.548 0.481  -0.438
H -1.458 -0.798 -1.447  0.239
H -0.864 -1.814 -0.279  0.273
H -0.783 0.563 1.272  0.201
H 3.310 -0.662 0.064  0.407

***

Record 4
Here is a 10-piece molecular cluster, C32H87N3O20 overall from OMol25. Energies are from ωB97M-V with the def2-TZVPD basis set.

The calculation puts the HOMO energy at -0.3138 Eh. As for the spin multiplicity: 1. The SMILES is COCCNCCOC.COCCNCCOC.COCCNCCOC.OCCO.OCCO.OCCO.OCCO.OCCO.OCCO.OCCO. As for the frontier orbital gap: 0.3292 hartree.

Each line ends with the Mulliken charge.
Positions of all 142 atoms, in Å:
C -3.318 -2.824 5.541  -0.644
O -3.307 -3.465 4.243  -0.469
C -2.034 -3.495 3.635  0.327
C -2.094 -4.234 2.333  -1.106
N -2.999 -3.623 1.385  -0.186
C -3.212 -4.412 0.115  -1.028
C -4.029 -3.578 -0.859  0.141
O -5.344 -3.521 -0.331  -0.416
C -6.226 -2.945 -1.246  -0.826
H -3.372 -1.736 5.577  0.195
H -2.488 -3.193 6.144  0.233
H -4.148 -3.220 6.126  0.319
H -1.340 -4.026 4.286  0.656
H -1.585 -2.506 3.542  -0.408
H -2.479 -5.226 2.566  0.560
H -1.065 -4.425 2.028  0.242
H -3.882 -3.587 1.875  0.251
H -3.709 -5.324 0.446  0.512
H -2.254 -4.617 -0.363  0.326
H -4.002 -4.034 -1.849  0.545
H -3.555 -2.609 -1.016  -0.125
H -6.215 -1.858 -1.319  0.320
H -7.259 -3.145 -0.961  0.308
H -6.241 -3.337 -2.263  0.272
C 6.989 5.078 -8.111  -0.742
O 5.803 4.812 -7.383  -0.321
C 5.696 3.407 -7.194  -0.727
C 4.290 2.980 -6.625  -0.502
N 3.211 2.967 -7.643  -0.401
C 1.931 2.725 -7.003  -0.738
C 1.812 1.605 -5.890  -0.431
O 0.471 1.565 -5.444  -0.421
C 0.179 0.435 -4.661  -0.427
H 6.969 4.897 -9.185  0.302
H 7.847 4.586 -7.651  0.301
H 7.067 6.166 -8.110  0.265
H 6.490 2.992 -6.574  0.416
H 5.874 2.825 -8.099  0.382
H 4.014 3.594 -5.768  0.372
H 4.405 1.955 -6.273  0.310
H 3.203 3.874 -8.088  0.269
H 1.098 2.626 -7.700  0.368
H 1.622 3.654 -6.525  0.366
H 2.517 1.738 -5.069  0.359
H 2.116 0.655 -6.329  0.336
H 0.587 -0.520 -4.991  0.302
H -0.893 0.239 -4.657  0.103
H 0.484 0.604 -3.628  0.196
C -0.881 2.856 1.314  -0.762
O -1.020 4.109 1.888  -0.437
C 0.294 4.584 2.187  -0.454
C 0.188 5.969 2.912  -0.647
N -0.249 5.776 4.327  -0.295
C -0.471 7.029 5.052  -0.897
C -1.653 7.835 4.528  -0.530
O -2.733 6.905 4.512  -0.253
C -3.890 7.474 3.953  -0.793
H -1.803 2.338 1.052  0.380
H -0.291 2.106 1.842  0.102
H -0.408 3.104 0.364  0.584
H 0.901 4.690 1.288  0.436
H 0.811 3.892 2.852  0.249
H -0.489 6.667 2.419  0.266
H 1.148 6.468 3.041  0.399
H -1.123 5.283 4.209  0.236
H 0.390 7.692 5.135  0.389
H -0.662 6.843 6.108  0.357
H -1.520 8.225 3.519  0.353
H -1.908 8.651 5.205  0.471
H -3.647 7.818 2.948  0.336
H -4.296 8.239 4.614  0.298
H -4.599 6.648 3.909  0.225
C 1.874 -3.716 -3.674  -0.242
C 1.424 -4.675 -2.642  0.803
O 1.094 -5.942 -3.173  -0.556
O 3.179 -3.973 -4.019  -0.600
H 1.625 -2.699 -3.371  -0.050
H 1.365 -3.815 -4.633  0.383
H 0.545 -4.213 -2.192  -0.249
H 2.210 -4.684 -1.886  -0.252
H 1.832 -6.363 -3.620  0.350
H 3.176 -4.708 -4.637  0.375
C 3.571 -5.292 0.813  -0.458
C 2.974 -3.856 1.038  -0.115
O 1.568 -3.749 0.725  0.038
O 2.824 -6.206 1.508  -0.601
H 4.625 -5.315 1.092  0.356
H 3.437 -5.570 -0.232  0.192
H 3.510 -3.093 0.473  0.293
H 3.037 -3.517 2.072  0.073
H 1.493 -3.005 0.124  -0.107
H 1.905 -6.019 1.305  0.325
C -2.457 0.527 3.400  0.257
C -3.373 1.550 4.199  -0.718
O -3.467 1.077 5.552  -0.540
O -1.153 0.498 3.946  -0.571
H -2.538 0.637 2.319  0.125
H -2.923 -0.424 3.655  -0.164
H -4.386 1.615 3.800  0.427
H -3.070 2.596 4.221  0.257
H -3.916 1.766 6.047  0.305
H -1.322 0.469 4.891  0.321
C -1.660 -2.826 -4.050  0.130
C -2.946 -2.020 -4.151  -0.325
O -4.021 -2.856 -4.632  -0.576
O -1.040 -2.840 -5.341  -0.509
H -1.907 -3.763 -3.550  0.420
H -0.853 -2.450 -3.421  -0.360
H -2.775 -1.146 -4.780  0.445
H -3.088 -1.721 -3.113  0.161
H -4.839 -2.354 -4.639  0.323
H -1.464 -3.448 -5.950  0.286
C 1.528 -1.687 5.895  -0.929
C 1.401 -2.127 4.449  0.482
O 1.092 -1.037 3.620  0.090
O 0.249 -1.294 6.356  -0.469
H 2.166 -0.805 5.955  0.245
H 2.073 -2.394 6.519  0.458
H 0.586 -2.850 4.466  -0.313
H 2.180 -2.779 4.052  0.364
H 0.364 -0.570 4.038  -0.076
H -0.039 -1.963 6.981  0.298
C 2.981 1.796 1.787  -0.173
C 3.324 0.432 1.265  -0.577
O 2.190 -0.346 0.987  0.472
O 4.163 2.571 2.005  -0.571
H 2.196 1.712 2.537  0.067
H 2.444 2.347 1.015  0.187
H 4.039 -0.102 1.890  0.439
H 3.790 0.536 0.285  0.281
H 1.774 -0.554 1.827  -0.270
H 4.599 2.201 2.777  0.347
C -0.919 -1.338 0.242  1.920
C -0.476 -0.346 -0.834  -0.707
O 0.688 -0.786 -1.488  -0.308
O -2.269 -1.088 0.573  -0.779
H -0.238 -1.423 1.089  -0.593
H -0.832 -2.290 -0.280  -0.269
H -0.389 0.625 -0.347  -0.319
H -1.280 -0.199 -1.556  0.544
H 1.390 -0.582 -0.866  0.185
H -2.565 -1.850 1.076  0.372